1.
# C5H4

The molecule C5H4 at a distorted geometry (ωB97M-V/def2-TZVPD, the OMol25 dataset).

The geometry in ORCA input format:
```
! RIJCOSX wB97M-V def2-TZVPD def2/J DEFGRID3
* xyz 0 1
C -2.458 -0.577 0.119
C -1.414 -0.032 -0.123
C -0.200 0.609 -0.461
C 0.923 0.038 -0.111
C 2.015 -0.320 0.480
H -3.393 -1.016 0.365
H -0.200 1.566 -0.964
H 2.676 -1.105 0.088
H 2.051 0.837 0.607
*
```

Results
- frontier orbital gap (eV) = 9.15
- structure (SMILES) = C#CC=C=C
- E (Eh) = -192.7233
- energy above the lowest of the compared OMol25 structures with the same formula, charge and spin (eV) = 1.929

***

2.
# C5H4

The molecule C5H4 at a distorted geometry (ωB97M-V/def2-TZVPD, the OMol25 dataset).

The geometry in ORCA input format:
```
! RIJCOSX wB97M-V def2-TZVPD def2/J DEFGRID3
* xyz 0 1
C -2.477 -0.522 0.130
C -1.421 -0.017 -0.148
C -0.185 0.574 -0.503
C 0.926 -0.040 -0.176
C 2.012 -0.341 0.459
H -3.419 -0.940 0.384
H -0.151 1.548 -0.979
H 2.798 -1.032 0.129
H 1.918 0.770 0.704
*
```

Results
- frontier orbital gap (eV) = 9.21
- structure (SMILES) = C#CC=C=C
- E (Eh) = -192.7285
- energy above the lowest of the compared OMol25 structures with the same formula, charge and spin (eV) = 1.786